# C21H28CeCl3O4

C21H28CeCl3O4 as an isolated structure in a non-equilibrium geometry (wB97M-V/def2-TZVPD, the OMol25 dataset).

Positions of all 57 atoms, in Å:
O (0.6461, -1.1059, -1.9295)
C (1.0132, 0.0386, -2.9514)
C (0.9371, -0.7471, -4.2314)
H (2.0157, 0.4636, -2.7768)
H (0.2830, 0.8631, -2.9714)
C (0.7285, -1.9738, -3.3269)
H (1.8108, -0.8326, -4.8885)
H (0.0335, -0.4643, -4.7976)
C (1.9484, -2.9142, -3.3142)
H (2.8795, -2.3406, -3.2765)
H (2.0954, -3.4657, -4.2639)
H (1.9412, -3.6703, -2.5181)
C (-0.6041, -2.7008, -3.6751)
H (-1.4286, -1.9562, -3.6818)
H (-0.8250, -3.4855, -2.9198)
H (-0.5211, -3.1742, -4.7008)
Ce (0.2884, -1.0646, 0.4619)
C (-1.8446, -1.3315, 3.4128)
C (-1.6099, 0.0412, 3.2394)
C (-1.8787, 0.3648, 1.8752)
H (-1.3786, 0.7535, 4.0276)
C (-2.4177, -0.8140, 1.2410)
C (-2.2858, -1.8852, 2.1873)
H (-2.6318, -2.9079, 2.0658)
H (-1.7209, -1.8489, 4.3541)
H (-1.8866, 1.3869, 1.4784)
H (-2.9873, -0.8304, 0.3045)
C (0.7973, -3.0994, 3.2976)
C (0.1832, -3.7067, 2.1753)
C (0.9855, -3.4422, 1.0083)
H (-0.6745, -4.3788, 2.1998)
C (2.1153, -2.6184, 1.4436)
C (1.9493, -2.4060, 2.8552)
H (2.6969, -1.9697, 3.5145)
H (0.4888, -3.2294, 4.3406)
H (0.8604, -3.8807, 0.0108)
H (3.0189, -2.4087, 0.8522)
O (-0.1567, 3.8588, -2.2834)
C (-1.1116, 3.0083, -1.5550)
C (-2.2749, 3.7990, -0.9673)
H (-0.5171, 2.6263, -0.6980)
H (-1.2567, 2.0280, -2.0161)
C (-1.4592, 5.0629, -0.4627)
H (-2.8159, 3.2339, -0.1737)
H (-3.0279, 4.1052, -1.7251)
C (-0.3004, 5.1329, -1.5548)
H (-0.9690, 4.7312, 0.5255)
H (-2.1025, 5.9800, -0.3224)
H (0.7021, 5.4916, -1.0982)
H (-0.4010, 5.8297, -2.4145)
Cl (0.2295, 2.8077, 4.6321)
C (1.5293, 1.7293, 4.1142)
Cl (3.0734, 2.4223, 4.6481)
Cl (1.3370, 0.1270, 4.9039)
C (1.5126, 1.6144, 2.4872)
O (1.8785, 2.6480, 1.9500)
O (1.1092, 0.5057, 1.8880)

Its charge is 0. Its spin multiplicity is 2. As for the energy above the lowest of the compared OMol25 structures with the same formula, charge and spin: 3.083 eV. For the highest occupied orbital energy (spin up / spin down), the calculation gives -6.8 / -6.8 eV.


# C21H28ClN3O

An isolated molecule of C21H28ClN3O (wB97M-V/def2-TZVPD, the OMol25 dataset).

Positions of all 54 atoms, in Å:
C (2.2207, -1.8754, -4.1434)
C (3.1621, -1.2676, -3.1109)
C (2.4645, -0.1970, -2.2753)
C (3.4157, 0.4297, -1.2548)
N (2.7071, 1.1887, -0.2368)
C (2.0256, 2.3781, -0.7159)
C (2.9219, 3.5061, -1.2380)
C (3.5001, 1.4098, 0.9628)
C (3.4473, 0.1638, 1.8653)
N (2.0903, -0.3165, 1.9375)
C (1.2919, -0.1114, 3.0089)
O (1.7057, 0.2291, 4.1008)
C (-0.1537, -0.4103, 2.7562)
C (-0.9155, -0.9280, 3.8201)
C (-2.2419, -1.2150, 3.6574)
C (-2.8778, -0.9883, 2.4233)
C (-4.2460, -1.2672, 2.1713)
Cl (-5.2466, -1.9476, 3.4100)
C (-4.7627, -0.9919, 0.9400)
C (-3.9047, -0.4421, -0.0465)
N (-2.6484, -0.1738, 0.1313)
C (-2.1195, -0.4362, 1.3489)
C (-0.7565, -0.1535, 1.5473)
C (-4.6641, -0.2379, -1.3207)
C (-6.1337, -0.3113, -0.8809)
C (-6.1393, -1.1779, 0.3899)
H (2.7314, -2.6394, -4.7248)
H (1.8571, -1.1107, -4.8263)
H (1.3630, -2.3315, -3.6539)
H (3.5355, -2.0559, -2.4531)
H (4.0226, -0.8256, -3.6187)
H (2.0717, 0.5694, -2.9452)
H (1.6201, -0.6421, -1.7444)
H (4.1739, 1.0359, -1.7776)
H (3.9455, -0.3775, -0.7432)
H (1.3358, 2.0705, -1.5046)
H (1.4229, 2.7571, 0.1154)
H (3.6252, 3.8253, -0.4723)
H (2.3078, 4.3577, -1.5188)
H (3.4817, 3.1865, -2.1135)
H (4.5492, 1.6602, 0.7438)
H (3.0564, 2.2421, 1.5124)
H (4.0860, -0.6328, 1.4724)
H (3.7719, 0.4134, 2.8767)
H (1.6645, -0.4572, 1.0330)
H (-0.4211, -1.0896, 4.7658)
H (-2.8202, -1.6179, 4.4751)
H (-0.2267, 0.2938, 0.7193)
H (-4.4171, -1.0476, -2.0119)
H (-4.4055, 0.7025, -1.8038)
H (-6.4891, 0.6907, -0.6368)
H (-6.7770, -0.7191, -1.6584)
H (-6.2954, -2.2328, 0.1469)
H (-6.9125, -0.8819, 1.0987)

Its charge is 0. Its spin multiplicity is 1. As for the energy above the lowest of the compared OMol25 structures with the same formula, charge and spin: 0.075 eV. As for the SMILES: CCCCN(CC)CCNC(=O)c1ccc2c(Cl)c3c(nc2c1)CCC3. For the highest occupied orbital energy, the calculation gives -8.6 eV.


# C21H28ClN3O3

C21H28ClN3O3 as an isolated structure in a non-equilibrium geometry (wB97M-V/def2-TZVPD, the OMol25 dataset).

Positions of all 56 atoms, in Å:
C (-6.0209, -1.6083, -0.9913)
C (-4.6053, -2.0241, -0.4949)
C (-3.6775, -1.0867, -0.0185)
C (-3.9749, 0.2682, 0.0771)
O (-5.0711, 0.6026, 0.3080)
N (-3.0320, 0.9931, -0.1708)
C (-1.7925, 0.5219, -0.5671)
H (-1.7571, -0.3749, -1.1532)
H (-1.5238, 1.2799, -1.7128)
C (-0.5713, 0.7979, 0.3291)
N (0.5620, 0.4378, -0.0999)
C (1.3480, -0.3449, 0.7481)
H (0.8464, -1.0379, 1.5263)
C (2.5524, 0.5655, 1.4843)
N (3.3449, 1.0376, 0.2765)
C (4.4271, 0.3870, 0.0866)
C (5.4076, 0.9101, -0.8692)
C (6.5135, 0.4316, -1.2456)
C (7.0281, -0.6613, -0.9329)
C (6.0425, -1.3634, 0.1280)
C (4.8333, -0.8517, 0.3319)
H (4.1374, -1.3176, 1.2493)
Cl (6.4881, -2.8674, 0.6659)
H (7.7828, -1.1790, -1.0079)
H (7.1990, 1.1870, -2.2473)
H (5.2228, 2.0870, -1.2857)
C (2.5422, 1.6322, -0.5141)
H (3.1691, 2.3803, -1.3574)
C (1.3438, 0.8853, -0.9963)
H (0.8137, 1.4736, -1.6871)
H (1.9239, 0.2633, -1.7702)
H (2.0634, 2.6281, -0.0846)
H (3.1840, -0.0146, 2.1861)
H (2.0285, 1.1817, 1.9524)
H (1.9150, -1.3364, 0.3337)
C (-0.5345, 2.5367, 0.7589)
C (-1.9362, 2.7901, 1.0077)
H (-1.9589, 3.8719, 1.6682)
C (-3.0246, 2.5348, 0.1188)
H (-4.1270, 2.8596, 0.5478)
H (-2.7119, 2.9945, -0.6417)
H (-2.3774, 2.3203, 2.3292)
H (0.0457, 2.4612, 1.5546)
H (-0.3236, 2.7892, -0.1161)
H (-1.0396, 0.3320, 1.1408)
O (-2.5047, -1.7028, 0.5934)
C (-2.6486, -3.1093, 0.9851)
C (-3.1242, -3.9396, -0.2165)
O (-4.5351, -3.2811, -0.6693)
H (-3.4417, -4.7951, 0.0098)
H (-2.5664, -3.5741, -1.1621)
H (-1.6960, -3.2645, 1.1632)
H (-3.2232, -3.0860, 1.6936)
H (-5.9551, -1.7168, -2.0655)
H (-6.7131, -2.3882, -0.6421)
H (-6.2968, -0.5161, -0.5342)

Its charge is 0. Its spin multiplicity is 1. As for the energy above the lowest of the compared OMol25 structures with the same formula, charge and spin: 22.063 eV. For the highest occupied orbital energy, the calculation gives -7.2 eV.


# C21H28F3N3O2

An isolated molecule of C21H28F3N3O2 (wB97M-V/def2-TZVPD, the OMol25 dataset).

Positions of all 57 atoms, in Å:
O (-3.5271, 2.1407, 0.4203)
C (-2.7266, 1.2579, 0.6547)
C (-1.2753, 1.5668, 1.0379)
C (-0.3554, 1.4134, -0.1765)
C (0.0808, -0.0270, -0.4231)
O (-0.3736, -1.0040, 0.1507)
N (1.0780, -0.1338, -1.3158)
C (1.6489, 0.9455, -2.0899)
C (1.4726, 2.3231, -1.3901)
N (0.8233, 2.2701, -0.1035)
C (1.6850, 2.1112, 1.0584)
C (2.4174, 0.7944, 1.1700)
C (1.9242, -0.2400, 1.9586)
C (2.5557, -1.4700, 1.9983)
C (3.6958, -1.6960, 1.2469)
C (4.2093, -0.6587, 0.4826)
C (5.4257, -0.8496, -0.3740)
F (5.1083, -0.7977, -1.6899)
F (6.3477, 0.1109, -0.1875)
F (6.0450, -2.0193, -0.1852)
C (3.5856, 0.5810, 0.4513)
N (-2.9947, -0.0587, 0.6253)
C (-4.2679, -0.6189, 0.1859)
C (-4.4382, -0.3751, -1.3214)
C (-5.8574, -0.5638, -1.8617)
C (-6.6338, -1.7336, -1.2532)
C (-7.4031, -1.3377, 0.0069)
C (-6.5317, -1.0996, 1.2373)
C (-5.4193, -0.0725, 1.0374)
H (-1.2358, 2.6046, 1.3691)
H (-0.9642, 0.9028, 1.8440)
H (-0.9108, 1.7500, -1.0640)
H (1.4285, -1.0651, -1.4922)
H (1.1692, 0.9778, -3.0759)
H (2.7064, 0.7175, -2.2448)
H (2.4397, 2.8121, -1.2752)
H (0.8537, 2.9625, -2.0297)
H (1.0628, 2.2580, 1.9429)
H (2.4106, 2.9290, 1.0175)
H (1.0339, -0.0841, 2.5484)
H (2.1526, -2.2614, 2.6101)
H (4.1868, -2.6564, 1.2589)
H (4.0217, 1.3769, -0.1348)
H (-2.1978, -0.6851, 0.6667)
H (-4.1883, -1.6951, 0.3719)
H (-3.7515, -1.0444, -1.8473)
H (-4.1292, 0.6505, -1.5308)
H (-6.4310, 0.3503, -1.7021)
H (-5.7801, -0.7058, -2.9423)
H (-5.9606, -2.5649, -1.0389)
H (-7.3610, -2.0859, -1.9893)
H (-7.9765, -0.4325, -0.2063)
H (-8.1199, -2.1280, 0.2461)
H (-7.1791, -0.7598, 2.0493)
H (-6.0858, -2.0471, 1.5522)
H (-5.0109, 0.1866, 2.0168)
H (-5.8084, 0.8439, 0.5976)

Its charge is 0. Its spin multiplicity is 1. As for the energy above the lowest of the compared OMol25 structures with the same formula, charge and spin: 0.000 eV. As for the SMILES: O=C(C[C@@H]1C(=O)NCCN1Cc1cccc(C(F)(F)F)c1)NC1CCCCCC1. For the highest occupied orbital energy, the calculation gives -8.8 eV.